Molecular formula: C12H36N2O10P2S
Method: DFT, ωB97M-V/def2-TZVPD

Results
**HOMO**: -0.305 hartree
**Molecular weight**: 462.4 g mol⁻¹
**Energy**: -65893.7279 eV
**SMILES**: CCN[C@@]1([PH2]=O)OS(=O)(=O)O[C@@]1([C@@H](C)CC)P(N)O.CO.CO.CO.CO
**Frontier orbital gap**: 8.60 eV

XYZ file:
```
63
Properties=species:S:1:pos:R:3:forces:R:3
C 0.57099 -1.20722 4.08288 0.2 -0.3 -0.2
C 1.43315 -0.53387 3.00044 -0.1 0.2 0.3
N 1.56478 -1.42071 1.83115 -0.2 0.0 -0.1
C 2.30817 -0.95622 0.71146 0.1 -0.1 -0.1
P 4.13852 -0.72641 1.23291 0.0 -0.1 0.7
O 4.43109 -1.01705 2.66140 -0.1 0.2 -0.4
O 2.43420 -2.12917 -0.21572 -0.1 0.1 0.1
S 2.74272 -1.64940 -1.68805 -0.1 -0.1 -0.4
O 4.14892 -1.72939 -1.95238 -0.7 0.0 0.0
O 1.81170 -2.24069 -2.60114 0.7 0.1 0.3
O 2.37012 -0.12611 -1.47336 0.1 0.1 0.1
C 1.62316 0.07205 -0.21883 -0.2 0.0 -0.2
C 1.58000 1.59124 0.13374 0.4 0.0 -0.3
C 2.46979 2.10129 1.28379 -0.1 0.2 0.1
C 1.83252 2.44948 -1.12779 -0.1 0.2 0.2
C 1.55421 3.95051 -0.87034 0.1 -0.1 -0.2
P -0.29777 -0.26768 -0.48409 0.0 -0.1 -0.3
N -0.42244 -1.97718 -0.68835 -0.2 0.1 0.3
O -0.41993 0.15046 -2.04751 0.0 0.2 0.4
H 0.31114 -2.22911 3.77728 0.0 0.2 0.1
H 1.12980 -1.29884 5.01867 -0.2 0.1 -0.1
H -0.36098 -0.66636 4.25559 0.1 0.0 0.0
H 0.97017 0.42579 2.72948 0.1 -0.2 0.1
H 2.43784 -0.35637 3.38265 -0.1 0.0 0.0
H 0.63576 -1.67620 1.51903 0.0 -0.2 0.0
H 4.77699 -1.56237 0.31708 0.0 0.0 0.0
H 4.48827 0.55787 0.79667 0.0 0.0 -0.2
H 0.53399 1.77830 0.41432 0.1 0.0 0.2
H 1.94788 2.91034 1.80835 0.1 -0.1 -0.1
H 2.69695 1.35688 2.04781 0.0 0.1 -0.2
H 3.40050 2.52729 0.89665 0.0 -0.2 0.1
H 1.19627 2.10526 -1.94567 0.1 -0.1 0.1
H 2.87802 2.31642 -1.43018 -0.2 0.0 -0.1
H 0.99141 4.11588 0.05297 0.0 0.0 -0.1
H 2.48291 4.52920 -0.81654 -0.2 -0.1 0.2
H 0.97626 4.37475 -1.69719 0.0 0.0 0.2
H -0.78141 -2.41715 0.15199 0.0 -0.1 0.0
H -1.08887 -2.17640 -1.42697 0.1 0.0 -0.1
H 0.00919 -0.44583 -2.68896 0.0 0.0 -0.2
C -0.81311 -2.08438 -5.17843 0.0 0.0 0.1
O -0.14672 -0.99879 -4.54651 0.0 0.1 -0.1
H -1.81101 -2.13585 -4.74587 0.0 0.0 0.0
H -0.90285 -1.91959 -6.25494 0.0 0.0 0.0
H -0.30374 -3.03349 -4.99826 0.0 0.0 0.0
H 0.74415 -0.94228 -4.90172 0.1 -0.1 0.0
C -2.30028 2.46791 1.97960 0.0 -0.1 0.0
O -1.45951 1.43953 2.47102 0.1 0.1 0.1
H -1.69683 3.09477 1.32459 0.0 0.0 0.0
H -3.13364 2.06788 1.39422 0.0 0.0 0.0
H -2.69866 3.09309 2.78459 0.0 0.0 0.0
H -1.97891 0.84697 3.02416 -0.1 -0.2 0.0
C -3.57294 -0.84276 5.19813 0.0 0.0 0.0
O -2.98841 -0.88101 3.89810 0.0 0.2 0.0
H -2.84368 -0.37685 5.85631 0.0 0.0 0.0
H -4.48974 -0.24930 5.21152 0.0 0.0 0.0
H -3.78779 -1.84664 5.56970 0.0 0.0 0.0
H -3.61148 -1.29437 3.29632 0.0 0.0 -0.1
C -4.89454 -1.04426 -5.09825 0.1 0.1 0.1
O -4.21437 0.01924 -4.44800 -0.1 -0.1 0.0
H -5.89346 -1.08681 -4.67025 0.0 0.0 0.0
H -4.98278 -0.87510 -6.17478 0.0 0.0 0.0
H -4.40217 -2.00565 -4.92354 0.0 0.0 0.0
H -3.32353 0.08446 -4.80095 0.1 0.0 0.0
```
Positions in Å, forces in eV/Å.